Here is a single C4H8O2 molecule from the Open Molecules 2025 dataset. Energies are from ωB97M-V/def2-TZVPD.

Element x y z (Å)
C  -0.546399  -0.769169  1.365881
O  -0.126090  -1.476505  0.204390
C  0.951499  -0.818216  -0.425934
C  0.652048  0.674645  -0.316065
C  -0.585749  1.123151  -1.050443
O  1.311111  1.426205  0.370335
H  -0.095173  0.237082  1.446202
H  -0.207996  -1.273300  2.265382
H  -1.638204  -0.711290  1.338843
H  1.920609  -1.034152  0.041396
H  0.973305  -1.134054  -1.475890
H  -1.272082  0.302362  -1.266554
H  -0.237411  1.540966  -1.996434
H  -1.099468  1.912275  -0.501108

Forces on the atoms, in the same order (eV/Å):
-0.1 0.0 0.5
0.0 0.3 0.0
0.3 0.2 -0.1
0.4 0.4 -0.3
0.0 0.1 -0.1
0.1 -0.2 -0.6
-0.7 -0.6 0.1
-0.1 -0.4 0.2
0.2 0.0 0.2
-0.1 0.0 0.0
0.0 0.0 0.2
0.1 0.0 0.1
-0.1 0.1 -0.1
0.1 0.0 0.0

As for the total charge: 0. The HOMO energy is -9.67 eV. As for the lowest unoccupied orbital energy: 0.93 eV. The structure (SMILES) is COCC(C)=O. Its frontier orbital gap is 0.3893 Ha.

Here is a molecular structure, C4H8O2 in a non-equilibrium geometry from the Open Molecules 2025 dataset. Energies are from ωB97M-V/def2-TZVPD.

Element x y z (Å)
C  -0.907272  0.419138  -0.912409
C  1.106073  0.623122  -0.881322
O  1.430125  0.886136  0.412617
C  0.982235  -0.123202  1.299202
O  -0.397467  -0.144151  1.391125
C  -1.055294  -0.567252  0.204647
H  -1.452630  1.356163  -0.720630
H  -1.227378  0.026505  -1.884913
H  1.274256  -0.418225  -1.163584
H  0.247456  1.169689  -1.363058
H  1.365737  0.121159  2.289870
H  1.376118  -1.100433  0.958669
H  -2.098246  -0.704098  0.495116
H  -0.655578  -1.538275  -0.122660

Forces on the atoms, in the same order (eV/Å):
-0.1 -0.5 0.4
-1.5 -0.5 0.0
-0.1 0.2 0.0
0.1 0.0 0.1
-0.1 -0.1 0.2
-0.3 -0.3 0.0
0.4 -0.2 0.1
0.3 0.0 0.2
0.0 0.2 -0.3
1.4 1.1 -0.7
0.0 0.0 -0.1
-0.1 0.2 0.0
0.0 -0.1 0.0
0.0 0.0 0.1

As for the total charge: 0. The HOMO energy is -8.22 eV. As for the lowest unoccupied orbital energy: 1.05 eV. Its frontier orbital gap is 0.3404 Ha.

Here is a single C4H8O2 molecule from the Open Molecules 2025 dataset. Energies are from ωB97M-V/def2-TZVPD.

Element x y z (Å)
C  2.009228  0.289255  -0.355953
O  0.693003  -0.167041  -0.538047
C  0.098894  -0.548230  0.668448
C  -1.377790  -0.815328  0.477672
C  -1.784587  1.259766  -0.540667
O  -2.013237  0.482261  0.492475
H  2.391851  0.582265  -1.335531
H  2.653126  -0.500161  0.061867
H  2.053285  1.162038  0.315115
H  0.148144  0.281380  1.395091
H  0.597034  -1.426802  1.104475
H  -1.762187  -1.356806  1.349266
H  -1.617854  -1.381614  -0.427572
H  -2.143286  2.234898  -0.121326

Forces on the atoms, in the same order (eV/Å):
0.3 0.1 0.0
0.0 -0.1 0.0
-0.1 -0.1 0.3
0.1 -0.2 0.1
-0.5 -0.1 0.6
0.1 0.3 -0.4
-0.1 -0.1 0.1
-0.1 0.1 -0.1
-0.1 -0.1 -0.1
0.2 -0.2 0.0
0.0 0.0 -0.1
0.0 0.2 -0.2
0.1 0.3 0.0
-0.2 -0.1 -0.3

As for the total charge: 0. The HOMO energy is -8.33 eV. As for the lowest unoccupied orbital energy: 0.94 eV. Its frontier orbital gap is 0.3408 Ha.

Here is a single C4H8O2 molecule in a non-equilibrium geometry from the Open Molecules 2025 dataset. Energies are from ωB97M-V/def2-TZVPD.

Element x y z (Å)
C  2.092949  -0.334616  -0.411756
C  0.749266  0.457841  0.231635
O  0.892823  1.298772  1.095455
C  -0.427844  -0.324945  -0.115231
C  -1.844217  -0.039755  0.465442
O  -2.586575  0.911867  -0.288038
H  2.738908  -0.739672  0.389089
H  2.021737  -1.131368  -1.198498
H  2.583815  0.511990  -0.858099
H  -0.462944  -0.652883  -1.149739
H  0.572468  -1.024391  0.175650
H  -1.773416  0.265786  1.515912
H  -2.442619  -0.951730  0.414427
H  -2.114350  1.753107  -0.266248

Forces on the atoms, in the same order (eV/Å):
0.1 1.1 0.1
1.8 0.2 -0.2
-0.1 -0.6 -0.9
0.8 -0.5 0.0
0.7 -0.6 0.3
0.6 -0.1 -0.1
-0.5 0.4 -0.2
-0.6 0.8 0.7
0.7 0.2 -0.2
0.1 0.2 -0.2
-3.7 -1.3 0.7
0.1 0.0 -0.1
0.2 0.0 0.1
-0.1 -0.1 0.1

As for the total charge: 0. The HOMO energy is -9.78 eV. As for the lowest unoccupied orbital energy: 0.75 eV. The structure (SMILES) is CC(=O)CCO. Its frontier orbital gap is 0.3868 Ha.

Here is a single C4H8O2 molecule from the Open Molecules 2025 dataset. Energies are from ωB97M-V/def2-TZVPD.

Element x y z (Å)
C  1.542677  0.597679  0.132887
C  0.662875  -0.624147  -0.030652
O  -0.006081  -1.014985  1.195851
C  -1.232460  -0.442379  0.741472
C  -0.710013  -0.360227  -0.693235
O  -0.917323  0.824427  -1.413165
H  0.969686  1.448816  0.515701
H  2.357421  0.387533  0.832075
H  1.971653  0.894415  -0.830436
H  1.230305  -1.474838  -0.424827
H  -1.381107  0.563129  1.170882
H  -2.113124  -1.056894  0.953570
H  -1.023961  -1.200074  -1.320929
H  -1.350547  1.457548  -0.829188

Forces on the atoms, in the same order (eV/Å):
0.0 0.0 0.1
0.3 0.0 -0.2
0.1 0.0 0.1
-0.4 0.1 0.0
0.0 -0.3 0.1
-0.1 0.2 0.1
0.1 -0.1 0.0
-0.1 0.0 -0.1
-0.1 -0.1 0.1
-0.1 0.1 0.0
-0.1 -0.1 0.0
0.2 0.0 0.0
0.0 0.1 0.1
0.2 0.0 -0.1

As for the total charge: 0. The HOMO energy is -9.82 eV. As for the lowest unoccupied orbital energy: 0.89 eV. The structure (SMILES) is C[C@H]1OC[C@H]1O. Its frontier orbital gap is 0.3937 Ha.

Here is a molecular structure, C4H8O2 from the Open Molecules 2025 dataset. Energies are from ωB97M-V/def2-TZVPD.

Element x y z (Å)
C  -0.730152  0.563414  -1.505723
C  -0.635089  0.364161  -0.013871
O  -0.987523  -0.884757  0.647736
C  0.147406  -0.698461  1.529896
C  0.799260  0.192596  0.473413
O  1.599997  -0.551066  -0.416597
H  -0.421550  -0.316674  -2.072832
H  -1.700673  0.917827  -1.861004
H  0.026902  1.343411  -1.682355
H  -1.152107  1.183645  0.508250
H  0.664780  -1.634467  1.770283
H  -0.132264  -0.176307  2.455473
H  1.343472  1.113360  0.688465
H  1.177541  -1.416681  -0.521135

Forces on the atoms, in the same order (eV/Å):
-0.1 -0.1 0.0
0.1 0.3 -0.2
-0.2 0.0 -0.1
0.2 -0.1 0.2
0.1 0.2 0.2
0.0 -0.2 0.0
-0.1 0.1 0.1
0.1 -0.1 0.1
-0.3 -0.1 -0.3
0.2 -0.1 0.0
-0.1 0.1 -0.1
0.0 -0.1 -0.2
0.0 -0.2 0.4
0.1 0.2 -0.1

As for the total charge: 0. The HOMO energy is -10.08 eV. As for the lowest unoccupied orbital energy: 1.00 eV. Its frontier orbital gap is 0.4071 Ha.

Energy relative to the best compared isomer or geometry (same formula, charge and spin) values, unit eV, following the record order: 1.853 4.871 4.676 3.381 1.904 2.097.